Entry from OMol25: C41H37BaClN3OP2S2 as an isolated structure in a non-equilibrium geometry (wB97M-V/def2-TZVPD).

Properties
**Orbital gap**: 6.87 eV
**LUMO energy**: -2.4 eV
**Electronic energy**: -103095.074 eV
**ΔE to the lowest compared entry with this formula, charge and spin**: 0.00 kJ/mol
**Strongest force on any atom**: 1.59 eV Å⁻¹

Structure (ORCA input):
```
! wB97M-V def2-TZVPD RIJCOSX def2/J DEFGRID3
* xyz 1 1
Ba -1.0885 0.0185 1.1356
O -0.7457 -1.4376 -0.9343
S 0.6138 -0.8137 -1.2024
C 1.8058 -2.1181 -1.1279
C 1.8227 -3.1419 -2.0643
C 2.7303 -4.1781 -1.9250
C 3.6041 -4.1708 -0.8471
C 3.5485 -3.1633 0.1059
C 2.6333 -2.1172 -0.0010
P 2.3656 -0.9217 1.3873
C 2.9435 0.6502 0.6735
C 2.4240 1.8255 1.2150
C 2.7406 3.0546 0.6533
C 3.5704 3.1191 -0.4559
C 4.0943 1.9521 -0.9986
C 3.7852 0.7231 -0.4362
C 3.6213 -1.4153 2.5949
C 4.8174 -0.7236 2.7597
C 5.7258 -1.1262 3.7279
C 5.4513 -2.2254 4.5266
C 4.2598 -2.9206 4.3665
C 3.3434 -2.5100 3.4139
C 0.6356 -0.1172 -2.8428
C 1.6403 -0.4441 -3.7425
C 1.6968 0.1887 -4.9745
C 0.7566 1.1515 -5.2944
C -0.2197 1.4981 -4.3715
C -0.3054 0.8835 -3.1236
P -1.5145 1.5006 -1.8673
C -3.1321 0.8944 -2.4429
C -3.9029 0.1284 -1.5746
C -5.1509 -0.3386 -1.9661
C -5.6412 -0.0459 -3.2273
C -4.8804 0.7163 -4.1037
C -3.6374 1.1824 -3.7121
C -1.5068 3.2806 -2.2032
C -2.6822 4.0158 -2.3190
C -2.6302 5.3979 -2.4409
C -1.4096 6.0529 -2.4463
C -0.2337 5.3241 -2.3191
C -0.2804 3.9475 -2.1902
H 1.1239 -3.1266 -2.8908
H 2.7572 -4.9812 -2.6478
H 4.3297 -4.9652 -0.7337
H 4.2205 -3.1997 0.9521
H 1.7634 1.7899 2.0763
H 2.3280 3.9579 1.0832
H 3.8155 4.0758 -0.8984
H 4.7484 1.9986 -1.8595
H 4.2016 -0.1801 -0.8663
H 5.0401 0.1324 2.1359
H 6.6502 -0.5790 3.8550
H 6.1625 -2.5382 5.2790
H 4.0430 -3.7769 4.9911
H 2.4092 -3.0491 3.2973
H 2.3884 -1.1784 -3.4846
H 2.4795 -0.0683 -5.6749
H 0.7917 1.6554 -6.2506
H -0.9066 2.2997 -4.6079
H -3.5629 -0.1543 -0.5817
H -5.7387 -0.9348 -1.2801
H -6.6136 -0.4097 -3.5311
H -5.2577 0.9495 -5.0902
H -3.0582 1.7884 -4.3964
H -3.6435 3.5191 -2.3121
H -3.5501 5.9599 -2.5314
H -1.3709 7.1293 -2.5434
H 0.7220 5.8320 -2.3148
H 0.6442 3.3907 -2.0777
Cl -0.4281 1.5960 3.6668
C -1.4900 2.4854 2.3413
H -0.9243 3.4052 2.1721
H -2.3700 2.7709 2.9230
C -5.9365 0.0140 2.1627
C -5.7665 -1.4818 2.3913
C -4.3714 -1.8598 2.7917
N -3.3369 -1.1572 2.4734
N -2.1488 -1.7483 2.9486
C -2.3819 -2.8506 3.5892
N -1.3820 -3.6164 4.1146
S -4.0434 -3.2837 3.7024
H -6.9589 0.2305 1.8577
H -5.2648 0.3778 1.3862
H -5.7215 0.5736 3.0722
H -6.0109 -2.0393 1.4810
H -6.4633 -1.8372 3.1532
H -0.5228 -3.1144 4.2826
H -1.6257 -4.2743 4.8362
*
```

The Mulliken scheme yields these atomic charges, measured in e:
1. Ba 1.861
2. O -0.712
3. S 1.428
4. C 0.155
5. C -0.206
6. C -0.984
7. C -0.836
8. C -0.560
9. C -0.257
10. P 0.434
11. C 0.667
12. C -0.637
13. C -0.581
14. C -0.650
15. C -0.648
16. C -0.286
17. C -0.082
18. C -0.181
19. C -0.793
20. C -0.520
21. C -0.655
22. C -0.107
23. C 0.839
24. C -0.727
25. C -0.990
26. C -0.964
27. C -0.237
28. C -0.694
29. P 1.212
30. C 0.443
31. C -0.162
32. C -0.495
33. C -0.607
34. C -0.810
35. C 0.172
36. C 0.213
37. C -0.491
38. C -0.631
39. C -0.592
40. C -0.646
41. C -0.537
42. H 0.680
43. H 0.435
44. H 0.462
45. H 0.468
46. H 0.451
47. H 0.465
48. H 0.435
49. H 0.443
50. H 0.480
51. H 0.438
52. H 0.422
53. H 0.399
54. H 0.416
55. H 0.402
56. H 0.468
57. H 0.444
58. H 0.440
59. H 0.273
60. H -0.072
61. H 0.428
62. H 0.411
63. H 0.421
64. H 0.305
65. H 0.403
66. H 0.427
67. H 0.403
68. H 0.447
69. H 0.425
70. Cl -0.243
71. C -0.991
72. H 0.228
73. H 0.284
74. C -1.032
75. C -0.354
76. C 0.066
77. N 0.056
78. N -0.367
79. C 0.291
80. N -0.481
81. S -0.209
82. H 0.364
83. H 0.100
84. H 0.371
85. H 0.274
86. H 0.408
87. H 0.196
88. H 0.272



Entry from OMol25: one molecule with the formula CHBrF3N in a non-equilibrium geometry (wB97M-V/def2-TZVPD).

Properties
**Orbital gap**: 10.03 eV
**LUMO energy**: -0.5 eV
**Electronic energy**: -80737.363 eV
**Structure (SMILES)**: FC(F)(F)NBr
**ΔE to the lowest compared entry with this formula, charge and spin**: 10.89 kJ/mol
**Strongest force on any atom**: 3.78 eV Å⁻¹

Structure (ORCA input):
```
! wB97M-V def2-TZVPD RIJCOSX def2/J DEFGRID3
* xyz 0 1
F 0.5642 -1.4032 0.8256
C 0.4783 -0.3127 0.0656
F 0.3094 -0.8864 -1.2500
F 1.6136 0.3501 0.1041
N -0.6654 0.4177 0.4712
Br -0.7777 2.1262 -0.4129
H -1.5224 -0.2916 0.1963
*
```

The natural (NBO) scheme yields these atomic charges, measured in e:
1. F -0.308
2. C 1.051
3. F -0.378
4. F -0.290
5. N -0.714
6. Br 0.215
7. H 0.422



Entry from OMol25: C5H13NOS as an isolated structure in a non-equilibrium geometry (wB97M-V/def2-TZVPD).

Properties
**Orbital gap**: 8.70 eV
**LUMO energy**: -0.1 eV
**Electronic energy**: -19763.778 eV
**ΔE to the lowest compared entry with this formula, charge and spin**: 513.67 kJ/mol
**Strongest force on any atom**: 1.84 eV Å⁻¹

Structure (ORCA input):
```
! wB97M-V def2-TZVPD RIJCOSX def2/J DEFGRID3
* xyz 0 1
C 0.1217 0.1654 -1.2805
N 1.2331 0.4980 0.4421
C 2.5337 0.3880 -0.1766
O 3.4330 0.6070 0.9012
C -0.8326 -0.9571 -0.9712
C -1.2593 -1.1690 0.4814
C -1.6449 0.1145 1.2279
S -2.7435 1.1357 0.1161
H 1.0121 -0.0479 -1.7994
H -0.3818 0.9406 -1.8723
H 0.4244 0.8618 -0.2955
H 2.7703 1.1080 -0.9593
H 2.7187 -0.6173 -0.5855
H 3.0412 0.1434 1.6500
H -0.4343 -1.8971 -1.3125
H -1.6914 -0.7903 -1.5754
H -0.4403 -1.5647 1.0584
H -2.1015 -1.8476 0.5459
H -0.7659 0.7541 1.2940
H -2.1470 -0.0167 2.1789
H -2.8456 2.1911 0.9323
*
```

The natural (NBO) scheme yields these atomic charges, measured in e:
1. C -0.322
2. N -0.571
3. C 0.052
4. O -0.685
5. C -0.437
6. C -0.403
7. C -0.478
8. S -0.121
9. H 0.216
10. H 0.245
11. H 0.295
12. H 0.147
13. H 0.117
14. H 0.471
15. H 0.222
16. H 0.219
17. H 0.230
18. H 0.212
19. H 0.238
20. H 0.222
21. H 0.131



Entry from OMol25: a 10-piece molecular cluster, C51H51N9O2 overall in a non-equilibrium geometry (wB97M-V/def2-TZVPD).

Properties
**Orbital gap**: 8.73 eV
**LUMO energy**: 0.3 eV
**Electronic energy**: -71201.258 eV
**Structure (SMILES)**: Oc1ccc(O)cc1.c1ccncc1.c1ccncc1.c1ccncc1.c1ccncc1.c1ccncc1.c1ccncc1.c1ccncc1.c1ccncc1.c1ccncc1
**ΔE to the lowest compared entry with this formula, charge and spin**: 462.53 kJ/mol
**Strongest force on any atom**: 18.34 eV Å⁻¹

Structure (ORCA input):
```
! wB97M-V def2-TZVPD RIJCOSX def2/J DEFGRID3
* xyz 0 1
O 0.5385 1.1132 -3.2672
C 0.2305 0.6562 -1.9292
C -0.1635 -0.7038 -1.7662
C -0.3815 -1.2058 -0.3372
C -0.0355 -0.3308 0.7528
O -0.1705 -0.7858 1.9738
C 0.3535 1.0332 0.4238
C 0.4025 1.5372 -0.8622
H 1.1085 1.7232 -3.3762
H -0.4335 -1.2678 -2.5942
H -0.8065 -2.1438 -0.0772
H 0.5135 -0.4008 2.6168
H 0.3085 1.7672 1.1278
H 0.4465 2.5362 -0.9202
C 0.9175 3.5842 2.9978
C 1.0575 2.8172 4.0938
C 2.2955 2.4982 4.5608
N 3.4285 2.7462 3.8688
C 3.4185 3.3572 2.6858
C 2.1625 3.9332 2.2338
H -0.0045 3.8292 2.5238
H 0.0185 2.5392 4.3568
H 2.3735 1.7402 5.4348
H 4.3615 3.5682 2.2878
H 2.3645 4.3882 1.2408
C -2.8095 -2.7238 -4.0102
C -1.6565 -2.7438 -4.8112
C -1.0255 -3.9398 -5.0472
N -1.4715 -5.1338 -4.5522
C -2.5465 -5.0998 -3.7112
C -3.2365 -3.8838 -3.4212
H -3.6385 -2.0618 -3.7042
H -1.4775 -1.7858 -5.2942
H -0.2575 -4.0808 -5.7332
H -2.6225 -6.0418 -3.3102
H -4.0605 -3.9498 -2.6812
C 1.8965 -4.0258 -0.9442
C 2.6925 -5.0928 -0.5042
C 2.7135 -6.2748 -1.3042
N 2.2515 -6.3468 -2.4892
C 1.3625 -5.3948 -2.8722
C 1.1355 -4.2008 -2.1332
H 1.8825 -3.1808 -0.3152
H 3.1785 -4.9768 0.3558
H 3.5775 -7.0118 -0.9332
H 0.8735 -5.3258 -3.7482
H 0.5295 -3.6608 -2.3902
C -0.6585 5.5122 -4.5282
C -0.7385 6.5712 -5.4362
C -0.4795 7.8052 -4.8352
N -0.5835 8.0492 -3.4962
C -0.7105 6.9802 -2.6172
C -0.6425 5.7552 -3.1512
H -0.4275 4.3922 -4.9272
H -0.6725 6.5062 -6.3612
H -0.5765 8.8442 -5.3082
H -0.5575 7.1772 -1.4892
H -0.4925 4.9202 -2.2842
C 2.0895 -3.3488 4.0518
C 2.1855 -4.7738 4.1088
C 3.4565 -5.4778 4.2938
N 4.6145 -4.7748 4.4078
C 4.5145 -3.4278 4.4078
C 3.3135 -2.6868 4.2388
H 1.2135 -2.8328 3.9818
H 1.3015 -5.3708 4.2178
H 3.3465 -6.6568 4.2968
H 5.4215 -2.8518 4.4338
H 3.2355 -1.6528 4.1838
C -4.4955 -2.1668 0.7958
C -3.5165 -1.8498 1.6928
C -3.3045 -2.5708 2.8288
N -4.1315 -3.5258 3.1068
C -5.0895 -3.8918 2.2548
C -5.4405 -3.1898 1.1728
H -4.7345 -1.7238 -0.1512
H -2.6465 -1.0188 1.5188
H -2.5655 -2.1458 3.4118
H -5.5035 -4.8938 2.5358
H -6.3325 -3.6308 0.6908
C -0.5545 0.0422 8.1958
C 0.7365 -0.2198 7.6738
C 1.0185 -0.5598 6.3448
N 0.0675 -0.5438 5.4358
C -1.1005 -0.2528 5.7568
C -1.4725 0.0702 7.1198
H -1.0245 0.3172 9.1518
H 1.5385 -0.0298 8.4268
H 1.8565 -0.7998 6.1138
H -1.8945 -0.2548 5.1708
H -2.4025 0.3462 7.1268
C 3.9825 1.6282 -4.0442
C 3.3795 2.4802 -5.0922
C 2.7665 3.7222 -4.6012
N 2.6835 3.9842 -3.3222
C 3.2275 3.1992 -2.3832
C 3.9105 1.9672 -2.6602
H 4.5205 0.9012 -4.1582
H 3.4945 2.1742 -6.0442
H 2.3555 4.2842 -5.1422
H 3.0775 3.3362 -1.3282
H 4.2075 1.1492 -1.8652
C -3.1195 2.8122 -3.1822
C -3.5225 4.0592 -2.7032
C -3.6845 4.3482 -1.4322
N -3.6095 3.2652 -0.4892
C -3.2525 2.0882 -0.9372
C -2.8505 1.8412 -2.2332
H -2.9965 2.5702 -4.3242
H -3.7025 5.0142 -3.4362
H -4.0225 5.2522 -1.0082
H -3.0355 1.2012 -0.1542
H -2.5715 0.9662 -2.5152
*
```

Atomic partial charges in e from the Mulliken method, atoms 1 to 99:
1. O -0.435
2. C -0.679
3. C -0.605
4. C -0.529
5. C -0.642
6. O -0.085
7. C -0.764
8. C -0.166
9. H 0.105
10. H 0.680
11. H 1.159
12. H 0.100
13. H 0.627
14. H 1.309
15. C -0.540
16. C 0.058
17. C -0.233
18. N -0.604
19. C -0.295
20. C -0.357
21. H 0.576
22. H 0.311
23. H 0.276
24. H 0.520
25. H 0.326
26. C 0.157
27. C -0.441
28. C -0.545
29. N -0.597
30. C -0.426
31. C -0.263
32. H 0.342
33. H 0.459
34. H 0.507
35. H 0.487
36. H 0.326
37. C -0.497
38. C -0.809
39. C -0.139
40. N -0.544
41. C -0.611
42. C 0.541
43. H 0.549
44. H 0.722
45. H 0.231
46. H 0.496
47. H 0.076
48. C 0.290
49. C -1.041
50. C -0.131
51. N -0.533
52. C -0.247
53. C 0.309
54. H 0.262
55. H 0.652
56. H 0.343
57. H 0.320
58. H -0.226
59. C -0.223
60. C -0.624
61. C -0.075
62. N -0.579
63. C -0.387
64. C -0.525
65. H 0.801
66. H 0.390
67. H 0.257
68. H 0.364
69. H 0.598
70. C -0.177
71. C 0.355
72. C -0.495
73. N -0.597
74. C -0.112
75. C -0.689
76. H 0.521
77. H -0.227
78. H 0.681
79. H 0.365
80. H 0.333
81. C -0.481
82. C -0.553
83. C -1.084
84. N 0.139
85. C -0.295
86. C -0.643
87. H 0.364
88. H 0.315
89. H 1.141
90. H 0.554
91. H 0.543
92. C -0.489
93. C -0.793
94. C -0.825
95. N -0.481
96. C -0.189
97. C -0.274
98. H 0.740
99. H 0.544



Q: What is the formula in the first record?
A: C41H37BaClN3OP2S2